Entry 1:
The following is a quantum chemistry calculation of the molecule C5H6, from the Open Molecules 2025 dataset.

The geometry in ORCA input format:
```
! RIJCOSX wB97M-V def2-TZVPD def2/J DEFGRID3
* xyz 0 1
C 1.982 0.000 0.024
C 0.519 -0.356 -0.015
C -0.508 0.491 -0.041
C -1.902 0.092 -0.001
C -3.098 -0.133 -0.001
H 2.133 1.082 -0.087
H 2.448 -0.324 0.934
H 2.546 -0.500 -0.782
H 0.329 -1.461 -0.113
H -0.344 1.536 -0.018
H -4.107 -0.426 0.099
*
```

Computed properties:
Strongest force on any atom = 0.041 hartree/bohr
Electronic energy = -5279.7135 eV
ΔE to the lowest compared entry with this formula, charge and spin = 143.3 kJ/mol
HOMO level = -9.0 eV

***

Entry 2:
The following is a quantum chemistry calculation of a structure of composition CH22Cu2O14, from the Open Molecules 2025 dataset.

The geometry in ORCA input format:
```
! RIJCOSX wB97M-V def2-TZVPD def2/J DEFGRID3
* xyz 0 1
Cu 2.341 0.270 -0.629
Cu -0.951 -1.429 -0.583
C 0.263 0.199 0.068
O 0.675 -0.571 -1.010
O 1.110 0.952 0.483
O -0.820 -0.142 0.685
O 2.346 3.251 1.326
H 2.668 3.746 0.531
H 2.079 2.360 1.077
O 2.965 -1.253 -1.580
H 2.059 -1.480 -1.402
H 3.158 -0.807 -2.411
O -0.465 1.112 -2.825
H 0.086 0.550 -2.290
H -0.183 0.971 -3.758
O -0.921 -2.086 -2.443
H -1.675 -1.597 -2.775
H -0.122 -1.648 -2.700
O 3.940 0.787 0.339
H 4.575 1.434 0.434
H 3.894 0.328 1.146
O -3.288 -0.442 2.020
H -2.514 -0.155 1.540
H -3.074 -1.370 2.039
O -2.870 -0.989 -0.921
H -2.780 -0.045 -1.061
H -3.694 -1.101 -0.428
O -0.987 -3.029 0.367
H -1.899 -3.357 0.487
H -0.561 -3.397 1.110
O -0.450 2.914 -0.423
H 0.113 2.195 -0.029
H -1.359 2.548 -0.415
O -0.059 -1.169 3.048
H 0.082 -2.043 2.720
H -0.262 -0.679 2.270
O -1.099 1.714 2.379
H -1.717 2.200 1.881
H -0.587 1.277 1.747
*
```

Computed properties:
Strongest force on any atom = 0.100 hartree/bohr
Electronic energy = -119334.1179 eV
HOMO level = -6.3 eV

***

Entry 3:
The following is a quantum chemistry calculation of a cluster of 4 separate species, C5H18N2O4 in total, from the Open Molecules 2025 dataset.

The geometry in ORCA input format:
```
! RIJCOSX wB97M-V def2-TZVPD def2/J DEFGRID3
* xyz 0 1
C 1.128 -1.547 -1.442
C 0.533 -1.948 -0.116
C 1.376 -1.404 1.051
C 0.240 -3.443 0.078
N 0.901 -0.152 -1.899
C 0.568 0.944 -1.173
N 0.735 2.156 -1.841
O 0.091 0.950 -0.026
H 2.192 -1.694 -1.542
H 0.713 -2.112 -2.254
H -0.466 -1.494 -0.054
H 0.834 -0.918 1.863
H 2.016 -0.580 0.749
H 2.021 -2.149 1.527
H -0.630 -3.529 0.723
H 1.093 -3.978 0.495
H -0.058 -3.974 -0.829
H 0.982 0.088 -2.841
H 0.790 2.322 -2.822
H 0.738 2.934 -1.185
H -3.352 -0.486 1.098
H -2.435 -0.020 -0.073
O -3.244 0.193 0.406
H -1.477 0.658 2.848
H -0.424 0.750 1.732
O -0.544 0.435 2.658
H -1.128 3.047 1.886
H -0.484 2.814 0.519
O -0.762 3.519 1.119
*
```

Computed properties:
Strongest force on any atom = 0.046 hartree/bohr
Electronic energy = -16647.6872 eV
ΔE to the lowest compared entry with this formula, charge and spin = 73.3 kJ/mol
HOMO level = -10.1 eV

***

Entry 4:
The following is a quantum chemistry calculation of the molecule C5H6O, from the Open Molecules 2025 dataset.

The geometry in ORCA input format:
```
! RIJCOSX wB97M-V def2-TZVPD def2/J DEFGRID3
* xyz 0 1
C -1.347 -0.396 0.073
C 1.012 -0.940 0.046
C 1.380 0.371 0.065
C 0.376 1.420 -0.052
C -0.927 1.069 0.008
H -1.881 -0.572 1.017
H -2.107 -0.586 -0.710
H 1.750 -1.760 -0.075
H 2.433 0.545 0.111
H 0.731 2.442 -0.201
H -1.760 1.749 -0.065
O -0.267 -1.370 -0.115
*
```

Computed properties:
Strongest force on any atom = 0.038 hartree/bohr
Electronic energy = -7328.0454 eV
ΔE to the lowest compared entry with this formula, charge and spin = 119.6 kJ/mol
HOMO level = -7.8 eV

***

Entry 5:
The following is a quantum chemistry calculation of a structure of composition C29H31IN5NaO2P, from the Open Molecules 2025 dataset.

The geometry in ORCA input format:
```
! RIJCOSX wB97M-V def2-TZVPD def2/J DEFGRID3
* xyz -1 1
Na -0.464 -0.089 -0.520
O 0.611 -0.715 -4.683
C 0.587 -0.716 -3.436
N -0.393 -0.879 -2.576
C -1.663 -1.304 -3.014
C -1.823 -2.209 -4.068
C -3.052 -2.768 -4.384
C -4.171 -2.419 -3.643
C -4.043 -1.516 -2.597
C -2.813 -0.941 -2.255
N -2.624 -0.177 -1.087
C -3.607 0.499 -0.534
O -4.752 0.790 -0.931
C -3.280 0.964 0.903
C -4.201 1.766 1.570
C -3.973 2.099 2.893
C -2.839 1.606 3.526
C -1.968 0.829 2.780
N -2.162 0.528 1.498
C 1.971 -0.545 -2.769
C 3.044 -0.186 -3.583
C 4.312 -0.108 -3.039
C 4.488 -0.418 -1.697
C 3.366 -0.759 -0.962
N 2.132 -0.802 -1.464
H -0.947 -2.457 -4.652
H -3.130 -3.465 -5.211
H -5.143 -2.837 -3.879
H -4.913 -1.211 -2.032
H -5.077 2.083 1.022
H -4.675 2.723 3.433
H -2.631 1.815 4.568
H -1.062 0.432 3.231
H 2.834 -0.001 -4.627
H 5.159 0.178 -3.653
H 5.464 -0.399 -1.228
H 3.466 -1.007 0.093
C 3.031 1.665 3.800
C 2.218 0.739 2.899
P 1.426 1.489 1.409
C 0.580 2.954 2.158
C -0.462 3.588 1.236
C 2.887 2.292 0.615
C 2.596 2.828 -0.787
H 3.427 1.124 4.663
H 2.424 2.487 4.180
H 3.878 2.099 3.268
H 1.418 0.257 3.468
H 2.844 -0.082 2.534
H 1.326 3.692 2.467
H 0.087 2.604 3.069
H -0.008 3.991 0.329
H -0.982 4.408 1.735
H -1.214 2.859 0.932
H 3.666 1.529 0.557
H 3.272 3.087 1.261
H 2.116 2.073 -1.411
H 3.518 3.125 -1.290
H 1.942 3.701 -0.755
I 2.635 -4.878 2.135
C 0.868 -4.062 1.398
C -0.237 -4.856 1.144
C -1.377 -4.247 0.650
C -1.370 -2.875 0.438
N -0.300 -2.119 0.681
C 0.801 -2.700 1.145
H -0.204 -5.924 1.319
H -2.261 -4.824 0.417
H -2.234 -2.351 0.042
H 1.662 -2.061 1.306
*
```

Computed properties:
Strongest force on any atom = 0.015 hartree/bohr
Electronic energy = -63931.6259 eV
ΔE to the lowest compared entry with this formula, charge and spin = 46.3 kJ/mol
HOMO level = -3.5 eV

***

Entry 6:
The following is a quantum chemistry calculation of a structure of composition C64H59IN2O7P2SiSr, from the Open Molecules 2025 dataset.

The geometry in ORCA input format:
```
! RIJCOSX wB97M-V def2-TZVPD def2/J DEFGRID3
* xyz -2 1
Sr -0.263 -0.893 -0.012
O 3.085 1.079 1.782
C 3.461 2.240 1.383
C 4.828 2.519 1.079
C 5.245 3.758 0.644
C 4.339 4.811 0.490
C 3.005 4.576 0.777
C 2.552 3.334 1.213
C 1.124 3.068 1.380
N 0.215 3.839 0.941
C -1.151 3.352 1.012
C -1.895 3.767 -0.253
N -1.523 2.973 -1.409
C -1.028 3.607 -2.382
C -0.672 3.052 -3.703
C -0.882 3.905 -4.787
C -0.655 3.523 -6.098
C -0.196 2.230 -6.332
C 0.052 1.376 -5.279
C -0.144 1.753 -3.928
O 0.163 0.916 -2.979
H 5.539 1.710 1.223
H 6.297 3.917 0.425
H 4.671 5.782 0.142
H 2.262 5.355 0.647
H 0.893 2.110 1.854
H -1.669 3.816 1.860
H -1.196 2.261 1.129
H -1.679 4.834 -0.425
H -2.969 3.647 -0.096
H -0.872 4.698 -2.304
H -1.254 4.904 -4.578
H -0.825 4.214 -6.913
H -0.024 1.889 -7.347
H 0.401 0.369 -5.467
O 1.497 -1.110 1.627
P 2.814 -1.149 0.923
C 3.147 -0.249 -0.694
P 1.587 0.516 -1.547
O 0.768 1.146 -0.446
C 2.505 1.676 -2.543
C 3.487 1.287 -3.447
C 4.227 2.250 -4.118
C 4.021 3.595 -3.844
C 3.064 3.975 -2.914
C 2.290 3.022 -2.269
C 1.066 -1.415 -2.218
C 0.983 -2.556 -1.310
C 0.797 -3.849 -1.722
C 0.859 -4.108 -3.095
C 1.128 -3.084 -3.974
C 1.240 -1.757 -3.540
C 4.226 -1.224 2.046
C 5.535 -1.320 1.597
C 6.572 -1.473 2.505
C 6.303 -1.557 3.864
C 4.990 -1.468 4.311
C 3.954 -1.290 3.408
C 3.199 -2.920 0.508
C 3.830 -3.392 -0.641
C 4.103 -4.744 -0.797
C 3.699 -5.656 0.166
C 3.008 -5.206 1.284
C 2.769 -3.852 1.453
H 3.482 -0.952 -1.452
H 3.860 0.526 -0.421
H 3.678 0.236 -3.637
H 4.968 1.947 -4.848
H 4.617 4.348 -4.345
H 2.921 5.020 -2.671
H 1.539 3.314 -1.543
H 1.120 -2.371 -0.231
H 0.693 -4.632 -0.981
H 0.731 -5.119 -3.463
H 1.255 -3.303 -5.028
H 1.450 -0.980 -4.264
H 5.755 -1.293 0.535
H 7.594 -1.534 2.147
H 7.112 -1.690 4.573
H 4.769 -1.527 5.370
H 2.931 -1.193 3.754
H 4.082 -2.728 -1.457
H 4.604 -5.087 -1.695
H 3.891 -6.714 0.033
H 2.631 -5.906 2.018
H 2.199 -3.519 2.313
C -4.017 -2.469 -1.199
C -4.475 -1.007 -1.302
C -3.646 -0.341 -2.405
C -5.957 -1.000 -1.676
Si -4.063 -0.216 0.395
O -2.510 -0.219 0.678
C -4.834 1.529 0.539
C -4.877 2.118 1.807
C -5.385 3.394 2.007
C -5.868 4.126 0.930
C -5.834 3.568 -0.339
C -5.326 2.287 -0.525
C -5.009 -1.246 1.682
C -4.349 -2.288 2.337
C -4.980 -3.036 3.324
C -6.297 -2.762 3.670
C -6.979 -1.744 3.018
C -6.337 -0.995 2.039
H -4.144 -2.970 -2.168
H -4.592 -3.028 -0.457
H -2.965 -2.557 -0.909
H -3.678 -0.939 -3.325
H -2.596 -0.220 -2.123
H -4.001 0.660 -2.658
H -6.122 -1.597 -2.583
H -6.336 0.005 -1.873
H -6.571 -1.434 -0.882
H -4.496 1.567 2.661
H -5.402 3.819 3.004
H -6.261 5.125 1.079
H -6.184 4.138 -1.193
H -5.303 1.886 -1.529
H -3.321 -2.517 2.070
H -4.436 -3.830 3.822
H -6.787 -3.336 4.449
H -8.011 -1.528 3.276
H -6.881 -0.194 1.549
I 0.487 -0.150 7.485
C 0.070 -1.289 5.772
C 0.619 -2.555 5.657
C 0.319 -3.314 4.535
C -0.492 -2.808 3.528
C -1.021 -1.527 3.659
C -0.752 -0.765 4.786
C -0.740 -3.630 2.262
O -0.556 -4.851 2.324
O -1.119 -2.948 1.264
H 1.279 -2.939 6.425
H 0.722 -4.313 4.412
H -1.612 -1.110 2.847
H -1.162 0.232 4.883
*
```

Computed properties:
Strongest force on any atom = 0.121 hartree/bohr
Electronic energy = -120037.6806 eV
ΔE to the lowest compared entry with this formula, charge and spin = 246.2 kJ/mol
HOMO level = -2.5 eV

***

Entry 7:
The following is a quantum chemistry calculation of a structure of composition C22H21IN4O8S, from the Open Molecules 2025 dataset.

The geometry in ORCA input format:
```
! RIJCOSX wB97M-V def2-TZVPD def2/J DEFGRID3
* xyz 0 1
C 2.292 -2.439 3.760
C 1.659 -1.550 2.695
C 0.412 -0.865 2.994
I -0.379 -1.193 4.930
C -0.224 -0.054 2.121
C -1.542 0.683 2.298
C -2.767 -0.172 2.723
C -2.894 -1.528 1.974
N -3.090 -2.697 2.849
C 0.437 0.137 0.872
N 0.018 0.919 -0.125
S 1.120 0.805 -1.284
N 2.160 -0.253 -0.636
C 1.652 -0.521 0.566
C 2.261 -1.401 1.494
N 3.466 -2.090 1.166
H 3.324 -2.629 3.459
H 2.331 -1.873 4.693
H 1.744 -3.377 3.883
H -1.792 1.077 1.307
H -1.427 1.576 2.925
H -2.848 -0.333 3.797
H -3.650 0.418 2.452
H -2.062 -1.743 1.295
H -3.793 -1.475 1.343
H -2.230 -3.214 2.964
H -3.457 -2.423 3.750
H 3.426 -2.244 0.157
H 3.358 -3.026 1.547
C 6.702 -0.616 -5.158
C 5.677 0.242 -5.080
C 4.760 0.267 -3.892
O 3.857 1.081 -3.870
C 4.993 -0.691 -2.821
C 6.016 -1.551 -2.901
C 6.949 -1.559 -4.076
O 7.871 -2.353 -4.081
O 6.269 -2.448 -1.948
O 5.408 1.122 -6.043
H 7.371 -0.642 -6.007
H 4.314 -0.673 -1.978
H 7.057 -2.939 -2.249
H 4.624 1.618 -5.739
C -4.366 2.271 -0.466
C -5.056 2.381 -1.608
C -6.407 3.035 -1.655
O -6.974 3.121 -2.727
C -6.973 3.532 -0.409
C -6.285 3.418 0.734
C -4.924 2.788 0.775
O -4.342 2.731 1.843
O -6.761 3.855 1.899
O -4.591 1.922 -2.768
H -3.392 1.803 -0.421
H -7.953 3.986 -0.451
H -6.071 3.655 2.560
H -5.277 2.129 -3.431
*
```

Computed properties:
Strongest force on any atom = 0.030 hartree/bohr
Electronic energy = -64429.8480 eV
HOMO level = -8.4 eV

***

Entry 8:
The following is a quantum chemistry calculation of a cluster of 20 separate species, H40O20 in total, from the Open Molecules 2025 dataset.

The geometry in ORCA input format:
```
! RIJCOSX wB97M-V def2-TZVPD def2/J DEFGRID3
* xyz -1 2
O 0.370 -1.652 -3.359
H -0.167 -2.412 -3.115
H 0.835 -1.851 -4.173
O -2.772 -0.967 2.223
H -1.930 -1.066 2.713
H -3.049 -0.458 3.030
O 4.979 1.391 1.485
H 5.441 1.823 2.182
H 5.694 0.899 1.065
O -4.999 -2.413 -1.164
H -5.636 -2.345 -1.863
H -4.169 -1.971 -1.291
O 1.242 1.436 4.055
H 0.681 2.035 3.635
H 1.439 1.928 4.862
O -4.288 -2.875 3.409
H -3.854 -3.650 3.042
H -3.720 -2.145 3.088
O -2.555 1.362 3.734
H -2.331 2.050 3.079
H -3.109 1.841 4.366
O -2.259 4.263 0.602
H -2.560 3.869 -0.220
H -1.967 3.524 1.154
O 0.809 3.939 -1.620
H 0.424 4.677 -1.123
H 0.144 3.253 -1.486
O -0.213 -4.579 -2.510
H -0.701 -5.314 -2.890
H -0.686 -4.337 -1.700
O 2.667 1.227 -0.859
H 3.317 1.077 -0.163
H 2.500 2.166 -0.778
O -0.946 0.116 -0.734
H -1.193 -0.675 -1.229
H -1.598 0.723 -1.088
O 2.557 -1.891 4.605
H 2.606 -2.724 5.071
H 1.623 -1.818 4.412
O 4.273 1.003 -4.187
H 3.970 0.438 -3.472
H 3.555 0.872 -4.811
O 2.963 -1.797 -1.069
H 2.235 -1.869 -0.441
H 2.606 -1.111 -1.641
O -3.164 -1.925 -3.172
H -2.761 -1.103 -3.441
H -2.460 -2.558 -3.262
O -0.307 5.953 0.069
H -0.139 5.745 0.996
H 0.545 6.269 -0.265
O 1.587 0.917 -3.523
H 1.108 0.140 -3.197
H 1.714 1.450 -2.728
O -0.986 -2.849 -0.346
H -1.200 -2.423 0.493
H -0.068 -2.604 -0.512
O 1.236 -1.328 1.116
H 0.684 -0.556 1.269
H 1.987 -1.117 1.681
*
```

Computed properties:
Expectation value of S² = 0.7507
Strongest force on any atom = 0.056 hartree/bohr
Electronic energy = -41599.3122 eV
ΔE to the lowest compared entry with this formula, charge and spin = 0.0 kJ/mol
HOMO level (alpha / beta) = -0.5 / -8.3 eV

***

Entry 9:
The following is a quantum chemistry calculation of a structure of composition C9H18N3ORbS2, from the Open Molecules 2025 dataset.

The geometry in ORCA input format:
```
! RIJCOSX wB97M-V def2-TZVPD def2/J DEFGRID3
* xyz 0 1
N -0.703 2.461 0.793
C -2.192 2.249 0.624
N -2.792 1.169 1.496
C -2.220 1.171 2.896
C -1.275 -0.175 3.193
C -0.249 -0.536 1.967
S 1.473 0.246 2.153
C 2.281 0.196 0.422
S 3.828 0.886 0.242
N 1.459 -0.464 -0.664
C 1.408 0.350 -1.940
C 0.094 -0.209 -2.792
O -0.241 -1.622 -2.446
C 0.996 -2.412 -2.229
C 1.860 -1.903 -0.907
H -0.168 2.299 -0.099
H -0.543 3.477 1.026
H -2.346 1.885 -0.503
H -2.784 3.271 0.701
H -3.152 1.043 3.631
H -1.700 2.171 3.220
H -2.057 -1.076 3.248
H -0.776 -0.134 4.260
H -0.691 -0.307 0.883
H -0.060 -1.714 1.966
H 1.395 1.509 -1.767
H 2.359 0.076 -2.604
H 0.216 -0.056 -3.968
H -0.838 0.445 -2.437
H 1.641 -2.299 -3.201
H 0.663 -3.512 -1.990
H 1.430 -2.528 0.013
H 3.014 -2.084 -1.000
Rb 0.670 -3.871 -4.185
*
```

Computed properties:
Strongest force on any atom = 0.088 hartree/bohr
Electronic energy = -38457.5048 eV
HOMO level = -3.8 eV

***

Look up the strongest force on any atom of the first one.
0.041 hartree/bohr

***

What did the first record say?
The following is a quantum chemistry calculation of the molecule C5H6, from the Open Molecules 2025 dataset.

The geometry in ORCA input format:
```
! RIJCOSX wB97M-V def2-TZVPD def2/J DEFGRID3
* xyz 0 1
C 1.982 0.000 0.024
C 0.519 -0.356 -0.015
C -0.508 0.491 -0.041
C -1.902 0.092 -0.001
C -3.098 -0.133 -0.001
H 2.133 1.082 -0.087
H 2.448 -0.324 0.934
H 2.546 -0.500 -0.782
H 0.329 -1.461 -0.113
H -0.344 1.536 -0.018
H -4.107 -0.426 0.099
*
```

Computed properties:
Strongest force on any atom = 0.041 hartree/bohr
Electronic energy = -5279.7135 eV
ΔE to the lowest compared entry with this formula, charge and spin = 143.3 kJ/mol
HOMO level = -9.0 eV

***

What did the third record say?
The following is a quantum chemistry calculation of a cluster of 4 separate species, C5H18N2O4 in total, from the Open Molecules 2025 dataset.

The geometry in ORCA input format:
```
! RIJCOSX wB97M-V def2-TZVPD def2/J DEFGRID3
* xyz 0 1
C 1.128 -1.547 -1.442
C 0.533 -1.948 -0.116
C 1.376 -1.404 1.051
C 0.240 -3.443 0.078
N 0.901 -0.152 -1.899
C 0.568 0.944 -1.173
N 0.735 2.156 -1.841
O 0.091 0.950 -0.026
H 2.192 -1.694 -1.542
H 0.713 -2.112 -2.254
H -0.466 -1.494 -0.054
H 0.834 -0.918 1.863
H 2.016 -0.580 0.749
H 2.021 -2.149 1.527
H -0.630 -3.529 0.723
H 1.093 -3.978 0.495
H -0.058 -3.974 -0.829
H 0.982 0.088 -2.841
H 0.790 2.322 -2.822
H 0.738 2.934 -1.185
H -3.352 -0.486 1.098
H -2.435 -0.020 -0.073
O -3.244 0.193 0.406
H -1.477 0.658 2.848
H -0.424 0.750 1.732
O -0.544 0.435 2.658
H -1.128 3.047 1.886
H -0.484 2.814 0.519
O -0.762 3.519 1.119
*
```

Computed properties:
Strongest force on any atom = 0.046 hartree/bohr
Electronic energy = -16647.6872 eV
ΔE to the lowest compared entry with this formula, charge and spin = 73.3 kJ/mol
HOMO level = -10.1 eV